Below is a gas-phase ion, C6H9N2O (charge +1) at a distorted geometry, with properties calculated with ωB97M-V with the def2-TZVPD basis set.

Atoms and positions in Å:
1 O 0.928 0.506 -2.770
2 N -0.009 -0.133 0.671
3 N -1.538 1.704 0.209
4 C 0.760 -2.154 0.581
5 C 0.257 -1.215 1.384
6 C 0.399 -0.374 -0.639
7 C 0.788 -1.665 -0.691
8 C -0.641 1.182 1.187
9 C 0.489 0.604 -1.591
10 H 0.858 -3.101 0.956
11 H -2.578 1.567 0.428
12 H -1.160 1.065 2.128
13 H 0.260 1.867 1.264
14 H -1.283 2.707 0.224
15 H 0.155 -1.308 2.465
16 H -0.095 1.553 -1.437
17 H 1.323 -0.297 -2.982
18 H 1.087 -2.508 -1.388

Output
Spin multiplicity: 3
Charge: +1
Kohn-Sham gap (spin up / spin down) in eV: 8.466 / 6.418



Below is C10H17O2PS in the gas phase at a distorted geometry, with properties calculated with ωB97M-V with the def2-TZVPD basis set.

Atoms and positions in Å:
1 S -4.104 1.308 0.004
2 P -3.289 -0.521 0.038
3 O -2.432 -1.043 1.131
4 O -2.352 -0.712 -1.260
5 C -0.022 -2.484 0.481
6 C -0.384 -1.035 0.123
7 C -0.904 -0.579 -1.148
8 C 2.278 1.465 1.068
9 C 0.112 -0.024 0.977
10 C -0.568 1.340 0.764
11 C 0.305 1.584 -0.459
12 C -0.452 0.773 -1.622
13 C 2.274 -0.277 -0.590
14 C 1.387 0.705 0.242
15 H 0.330 0.710 -2.322
16 H -0.517 1.991 1.611
17 H 1.840 2.083 1.961
18 H 0.594 -2.526 1.315
19 H -4.396 -1.388 -0.267
20 H -1.313 1.310 -2.131
21 H 1.659 -0.873 -1.234
22 H -0.950 -2.927 0.827
23 H -1.654 1.280 0.467
24 H -0.446 -1.245 -1.984
25 H 3.109 0.762 1.468
26 H 3.071 0.175 -0.944
27 H 0.412 -3.062 -0.327
28 H 0.262 -0.313 2.038
29 H 2.773 2.150 0.498
30 H 0.683 2.500 -0.718
31 H 2.693 -1.130 -0.006

Output
Kohn-Sham gap in eV: 6.081



Below is a gas-phase ion, C3H5N2OS (charge +1) at a distorted geometry, with properties calculated with ωB97M-V with the def2-TZVPD basis set.

Atoms and positions in Å:
1 S 0.197 3.222 -0.520
2 O 0.966 0.866 -1.340
3 N -0.470 0.862 0.449
4 N -0.637 -1.436 1.002
5 C -0.202 -0.433 0.249
6 C 0.237 1.666 -0.452
7 C 0.700 -0.464 -0.887
8 H -1.161 -1.134 1.923
9 H 0.403 -1.135 -1.844
10 H -1.077 1.197 1.222
11 H 1.662 -0.776 -0.664
12 H -0.615 -2.434 0.861

Output
SMILES: [NH2+]=C1COC(=S)N1
Charge: +1
Kohn-Sham gap in eV: 8.549



Below is a molecular structure, C39H37F9OP2Ti at a distorted geometry, with properties calculated with ωB97M-V with the def2-TZVPD basis set.

Atoms and positions in Å:
1 Ti -0.019 0.197 0.074
2 P 1.915 0.388 -9.531
3 P 0.034 -2.147 -9.196
4 F -1.367 -1.588 3.167
5 F 1.921 1.824 3.362
6 F -0.193 2.345 3.349
7 F 0.705 1.467 5.157
8 F -1.923 0.362 3.965
9 F 2.603 -0.581 2.772
10 F 1.167 -2.190 3.094
11 F -0.692 -0.986 5.165
12 F 1.903 -1.021 4.807
13 O 0.214 0.159 1.842
14 C 3.415 2.946 -6.753
15 C 3.608 2.931 -12.383
16 C -0.274 1.948 -1.218
17 C -0.595 -1.454 -6.616
18 C -1.278 -1.487 -5.401
19 C 2.576 0.341 -12.233
20 C -2.092 2.534 0.478
21 C 3.171 2.429 -11.152
22 C -2.296 -0.064 0.550
23 C -1.873 -3.068 -11.112
24 C -2.263 0.453 -1.951
25 C 0.705 1.428 3.804
26 C 1.639 -0.591 -0.769
27 C -0.904 -0.542 3.903
28 C -1.276 1.591 -2.291
29 C -0.071 -4.597 -10.531
30 C 2.625 1.142 -11.073
31 C -2.323 -2.408 -5.217
32 C -0.643 -0.599 -9.846
33 C -0.644 2.355 0.068
34 C 1.284 3.883 -7.438
35 C 1.526 -0.943 3.504
36 C 0.362 0.037 3.230
37 C -1.848 -5.320 -12.016
38 C -0.722 -3.355 -10.364
39 C -2.003 -3.244 -7.477
40 C -1.909 -0.416 -0.755
41 C 3.531 2.149 -13.538
42 C 3.212 1.858 -7.594
43 C -0.956 -2.330 -7.660
44 C -2.689 -3.271 -6.256
45 C 2.452 3.962 -6.673
46 C 1.071 2.792 -8.286
47 C -0.639 -5.571 -11.348
48 C 0.170 0.480 -10.013
49 C 2.049 1.799 -8.390
50 C -2.457 -4.072 -11.898
51 C 3.012 0.848 -13.453
52 C -2.893 1.267 0.911
53 H -2.305 -6.094 -12.635
54 H -2.316 -2.081 -11.093
55 H 2.952 0.228 -14.350
56 H -2.405 -0.193 -2.834
57 H -3.044 1.300 2.008
58 H 0.527 4.667 -7.381
59 H 2.172 -0.674 -12.162
60 H 4.015 3.943 -12.437
61 H 2.188 -1.179 -0.020
62 H -0.996 -0.803 -4.600
63 H -0.143 -6.534 -11.467
64 H -3.390 -3.854 -12.416
65 H -0.187 1.422 -10.437
66 H 0.077 2.936 0.650
67 H 0.151 2.726 -8.860
68 H -2.662 3.040 -0.320
69 H 2.293 0.183 -1.193
70 H -3.516 -3.972 -6.117
71 H -1.616 -1.463 -0.936
72 H 3.877 2.542 -14.496
73 H -1.718 -0.537 -10.020
74 H 3.944 1.051 -7.653
75 H 1.272 -1.249 -1.562
76 H 0.216 -0.739 -6.771
77 H -2.114 3.244 1.317
78 H -1.873 2.480 -2.534
79 H 3.243 3.050 -10.258
80 H 4.329 3.004 -6.155
81 H -3.916 1.353 0.498
82 H 2.612 4.816 -6.011
83 H -2.844 -2.447 -4.258
84 H -3.255 0.911 -1.788
85 H 0.763 2.091 -1.535
86 H -0.746 1.358 -3.229
87 H -2.523 -0.873 1.247
88 H 0.872 -4.779 -10.012
89 H -2.294 -3.921 -8.279

Output
Spin multiplicity: 3
Kohn-Sham gap (spin up / spin down) in eV: 7.080 / 7.469



Below is C4H9N in the gas phase at a distorted geometry, with properties calculated with ωB97M-V with the def2-TZVPD basis set.

Atoms and positions in Å:
1 N 0.118 -0.340 -0.150
2 C 2.088 -1.436 -0.740
3 C 1.120 -0.550 -1.085
4 C -0.681 0.827 -0.106
5 C -1.568 0.871 1.162
6 H -1.619 1.687 1.880
7 H 1.291 0.225 -1.816
8 H -1.392 0.868 -0.941
9 H -2.654 0.679 0.935
10 H -0.069 1.764 -0.012
11 H -0.308 -1.141 0.282
12 H 2.815 -1.686 -1.503
13 H -1.273 0.039 1.809
14 H 2.133 -1.807 0.285

Output
SMILES: C=CNCC
Kohn-Sham gap in eV: 8.964



Below is a molecular structure, C9H20FN2Nb at a distorted geometry, with properties calculated with ωB97M-V with the def2-TZVPD basis set.

Atoms and positions in Å:
1 Nb 2.899 -2.426 -4.427
2 F 3.765 -0.514 -4.306
3 N -0.694 0.932 2.859
4 N -2.215 1.826 1.617
5 C -3.418 2.556 1.223
6 C -0.366 0.649 1.553
7 C 0.349 1.602 5.008
8 C -1.816 1.651 2.875
9 C 0.029 0.467 4.050
10 C -1.324 1.206 0.772
11 C 0.800 -1.582 -4.456
12 C 0.516 -1.747 -1.852
13 C 0.013 -1.564 -3.145
14 H 0.947 -0.017 3.724
15 H -3.528 2.527 0.144
16 H 2.986 -2.321 -6.267
17 H 0.514 0.069 1.335
18 H 0.874 1.219 5.881
19 H -4.285 2.092 1.689
20 H 0.814 -0.557 -4.875
21 H 2.989 -2.706 -2.637
22 H -0.558 2.100 5.355
23 H -1.486 1.233 -0.292
24 H -1.073 -1.326 -3.219
25 H 0.574 -0.891 -1.149
26 H 0.204 -2.186 -5.184
27 H 4.587 -3.118 -4.508
28 H -0.591 -0.285 4.539
29 H 2.323 -4.146 -4.686
30 H 0.843 -2.706 -1.446
31 H -3.333 3.590 1.552
32 H 0.978 2.351 4.525
33 H -2.320 2.022 3.750

Output
Kohn-Sham gap in eV: 4.832



Below is C4H7IO in the gas phase at a distorted geometry, with properties calculated with ωB97M-V with the def2-TZVPD basis set.

Atoms and positions in Å:
1 I 2.697 0.169 0.468
2 O 0.174 -1.602 -0.847
3 C -0.296 -0.456 -0.258
4 C -0.863 -0.926 1.151
5 C 0.729 0.683 -0.181
6 C 0.415 1.936 -0.436
7 H -0.583 2.358 -0.688
8 H -0.545 -0.320 2.039
9 H -1.958 -1.031 0.853
10 H 0.340 -1.522 -1.818
11 H -0.934 0.034 -0.976
12 H -0.417 -1.927 1.115
13 H 1.241 2.605 -0.423

Output
SMILES: C=C(I)[C@H](C)O
Kohn-Sham gap in eV: 9.672